Molecular formula: C20H40NP3SSeTm
Method: DFT, ωB97M-V with the def2-TZVPD basis set

Output
HOMO level (spin up / spin down): -16.01 / -16.01 eV
Gap between HOMO and LUMO (spin up / spin down): 5.35 / 5.39 eV
Molecular weight: 667.4 u
<S²>: 2.003

The geometry in ORCA input format:
```
! RIJCOSX wB97M-V def2-TZVPD def2/J DEFGRID3
* xyz 3 3
Tm 1.49 0.60 0.07
P -1.37 0.92 2.23
P 1.11 -1.60 1.82
P -0.85 2.09 -0.87
H 3.21 -1.71 -2.80
C 2.92 -0.64 -2.83
C 2.69 0.11 -1.69
H 3.15 -0.45 -0.76
C -2.90 -0.03 2.13
C -0.96 0.56 3.96
C -2.14 2.55 2.50
C 2.08 -2.79 0.82
C 1.96 -1.81 3.43
C -0.28 -2.76 2.19
C -0.24 1.95 -2.61
C -0.96 3.94 -0.74
C -2.66 1.88 -1.28
H 3.10 -0.22 -3.83
H 2.69 1.23 -1.82
H -3.56 0.29 2.94
H -2.70 -1.10 2.24
H -3.40 0.15 1.18
H -1.78 0.96 4.58
H -0.04 1.06 4.27
H -0.88 -0.52 4.14
H -2.86 2.42 3.32
H -2.69 2.90 1.61
H -1.42 3.30 2.83
H 2.22 -3.67 1.47
H 3.06 -2.39 0.55
H 1.53 -3.08 -0.08
H 2.09 -2.89 3.57
H 1.36 -1.39 4.25
H 2.92 -1.28 3.40
H 0.19 -3.72 2.50
H -0.90 -2.91 1.29
H -0.92 -2.42 3.01
H -0.76 2.71 -3.20
H -0.48 0.95 -3.00
H 0.83 2.15 -2.66
H -1.17 4.35 -1.74
H 0.00 4.33 -0.38
H -1.78 4.24 -0.07
H -2.88 2.52 -2.15
H -3.30 2.18 -0.44
H -2.84 0.84 -1.54
C -0.86 -2.33 -3.01
C 0.37 -2.73 -3.55
C 0.55 -2.99 -4.91
C -0.56 -2.95 -5.73
C -1.83 -2.67 -5.18
C -1.96 -2.34 -3.85
Se -1.41 -1.75 -1.25
H 0.02 -2.09 -0.76
H 1.28 -2.82 -2.97
H 1.52 -3.23 -5.38
H -0.51 -3.18 -6.79
H -2.78 -2.69 -5.71
H -2.90 -2.03 -3.40
S 2.99 1.67 3.73
C 1.96 3.05 3.53
C 1.36 3.13 2.31
N 1.90 2.21 1.42
C 2.83 1.38 2.00
H 1.79 3.78 4.30
H 0.60 3.81 1.94
H 3.75 0.96 1.46
*
```

Löwdin atomic charge list, values in e, 2 entries: Tm 1.021; P 0.720